166
Properties=species:S:1:pos:R:3:lowdin_charge:R:1 method="wB97M-V/def2-TZVPD" smiles="C=CC(=O)OCCCCCCc1c(CCCC(=O)O)c(/C(I)=C(/C)I)c2c(c1S(C)(=O)=O)C(=O)N(O)C2=O.c1ccncc1.c1ccncc1.c1ccncc1.c1ccncc1.c1ccncc1.c1ccncc1.c1ccncc1.c1ccncc1.c1ccncc1" gap_ev=7.4 total_charge=0
C -3.234 4.015 -1.432 -0.01
C -2.684 5.085 -2.225 -0.04
C -2.924 5.110 -3.823 -0.37
O -3.853 5.811 -4.285 0.08
O -2.039 4.312 -4.599 -0.07
C -2.742 3.236 -5.293 -0.17
C -2.632 1.812 -4.552 -0.17
C -2.254 0.596 -5.565 -0.17
C -2.030 -0.694 -4.638 -0.22
C -1.166 -1.873 -5.305 -0.18
C 0.150 -2.289 -4.479 -0.15
C 0.961 -1.034 -3.885 -0.04
C 0.989 -0.852 -2.324 -0.04
C 0.316 -1.843 -1.277 -0.17
C -1.269 -2.031 -1.416 -0.17
C -1.630 -3.397 -0.586 -0.09
C -2.663 -3.154 0.603 -0.39
O -2.204 -2.830 1.719 0.06
O -4.087 -3.342 0.449 0.02
C 1.735 0.388 -1.723 -0.13
C 1.787 0.701 -0.161 -0.67
I -0.132 1.370 0.687 0.83
C 2.920 0.586 0.692 -0.72
C 2.706 1.014 2.234 -0.19
I 4.790 -0.138 -0.129 0.84
C 2.453 1.420 -2.659 0.02
C 2.435 1.176 -4.189 0.01
C 1.701 -0.028 -4.836 -0.12
S 1.778 -0.182 -6.672 0.75
C 0.914 1.222 -7.572 -0.13
O 3.249 -0.016 -7.043 -0.38
O 1.371 -1.537 -7.207 -0.39
C 3.277 2.374 -4.811 -0.27
O 3.530 2.708 -5.981 0.10
N 3.735 3.169 -3.659 -0.05
O 3.505 4.477 -4.015 0.01
C 3.241 2.757 -2.318 -0.27
O 3.391 3.316 -1.216 0.08
H -3.980 4.230 -0.597 0.07
H -2.866 2.946 -1.637 0.06
H -2.105 5.933 -1.702 0.12
H -2.254 3.132 -6.326 0.13
H -3.850 3.510 -5.475 0.14
H -1.882 1.918 -3.694 0.11
H -3.662 1.632 -4.057 0.12
H -3.188 0.431 -6.200 0.11
H -1.324 0.833 -6.178 0.08
H -3.083 -1.132 -4.434 0.12
H -1.650 -0.347 -3.610 0.09
H -1.831 -2.821 -5.331 0.12
H -0.977 -1.599 -6.394 0.10
H -0.095 -3.034 -3.631 0.11
H 0.858 -2.877 -5.180 0.12
H 0.784 -2.885 -1.471 0.13
H 0.538 -1.603 -0.186 0.11
H -1.647 -2.214 -2.473 0.08
H -1.840 -1.197 -0.860 0.10
H -2.151 -4.128 -1.318 0.12
H -0.675 -3.944 -0.256 0.12
H -4.505 -2.518 0.117 0.11
H 3.754 1.105 2.682 0.07
H 2.237 2.066 2.316 0.05
H 2.047 0.233 2.737 0.07
H 0.230 0.799 -8.401 0.10
H 0.344 1.884 -6.828 0.06
H 1.703 1.875 -8.077 0.08
H 3.676 5.031 -3.216 0.13
C 2.373 -2.655 6.932 -0.09
C 2.529 -3.034 5.606 -0.07
C 3.314 -2.239 4.785 -0.16
N 3.931 -1.120 5.197 0.05
C 3.761 -0.775 6.485 -0.16
C 3.000 -1.503 7.385 -0.08
H 1.768 -3.250 7.605 0.08
H 2.053 -3.926 5.218 0.09
H 3.469 -2.495 3.742 0.10
H 4.268 0.135 6.790 0.10
H 2.899 -1.179 8.413 0.09
C -7.002 0.125 -8.929 -0.08
C -6.150 0.652 -9.888 -0.07
C -4.812 0.294 -9.845 -0.15
N -4.289 -0.532 -8.925 0.05
C -5.134 -1.027 -8.007 -0.17
C -6.488 -0.734 -7.967 -0.08
H -8.056 0.380 -8.930 0.11
H -6.516 1.326 -10.653 0.10
H -4.107 0.678 -10.575 0.10
H -4.685 -1.690 -7.275 0.10
H -7.124 -1.164 -7.204 0.10
C 7.854 -0.408 -6.127 -0.08
C 8.767 -0.613 -5.104 -0.08
C 8.280 -0.811 -3.823 -0.16
N 6.974 -0.813 -3.510 0.05
C 6.112 -0.610 -4.518 -0.15
C 6.498 -0.406 -5.834 -0.06
H 8.196 -0.250 -7.144 0.11
H 9.832 -0.620 -5.296 0.10
H 8.954 -0.980 -2.989 0.10
H 5.062 -0.613 -4.238 0.09
H 5.760 -0.249 -6.607 0.09
C -2.130 -3.232 10.295 -0.07
C -2.217 -2.718 9.009 -0.07
C -1.066 -2.210 8.428 -0.18
N 0.128 -2.181 9.038 0.06
C 0.185 -2.682 10.282 -0.14
C -0.906 -3.216 10.949 -0.07
H -3.008 -3.640 10.784 0.11
H -3.156 -2.714 8.470 0.11
H -1.082 -1.800 7.424 0.11
H 1.163 -2.644 10.752 0.10
H -0.801 -3.609 11.952 0.10
C 2.446 -4.454 -8.456 -0.08
C 1.290 -3.959 -9.042 -0.08
C 0.566 -4.799 -9.873 -0.15
N 0.919 -6.065 -10.149 0.05
C 2.042 -6.518 -9.571 -0.16
C 2.834 -5.759 -8.723 -0.08
H 3.039 -3.827 -7.799 0.10
H 0.959 -2.946 -8.857 0.07
H -0.347 -4.460 -10.352 0.10
H 2.306 -7.543 -9.812 0.10
H 3.730 -6.178 -8.282 0.10
C -1.904 2.687 6.670 -0.07
C -3.245 3.016 6.807 -0.09
C -4.047 2.193 7.583 -0.18
N -3.602 1.090 8.208 0.06
C -2.300 0.795 8.056 -0.15
C -1.418 1.555 7.306 -0.05
H -1.244 3.307 6.073 0.06
H -3.659 3.892 6.323 0.10
H -5.101 2.410 7.724 0.10
H -1.967 -0.101 8.568 0.07
H -0.377 1.269 7.221 0.11
C 0.672 -7.963 3.533 -0.08
C 1.900 -7.498 3.085 -0.08
C 2.004 -6.164 2.727 -0.16
N 0.984 -5.292 2.784 0.05
C -0.193 -5.768 3.220 -0.15
C -0.399 -7.084 3.605 -0.07
H 0.551 -9.001 3.824 0.10
H 2.757 -8.157 3.015 0.10
H 2.944 -5.752 2.373 0.10
H -1.001 -5.043 3.255 0.10
H -1.371 -7.413 3.951 0.10
C 1.815 6.542 4.054 -0.08
C 1.061 5.544 3.453 -0.07
C 0.318 4.706 4.267 -0.15
N 0.286 4.798 5.606 0.04
C 1.026 5.770 6.162 -0.14
C 1.800 6.661 5.436 -0.07
H 2.410 7.219 3.451 0.11
H 1.051 5.420 2.377 0.10
H -0.291 3.912 3.846 0.10
H 0.984 5.820 7.245 0.11
H 2.376 7.428 5.938 0.10
C -4.029 5.514 11.115 -0.08
C -3.865 5.132 9.791 -0.07
C -3.076 5.924 8.973 -0.15
N -2.462 7.044 9.385 0.05
C -2.638 7.392 10.670 -0.16
C -3.403 6.667 11.568 -0.08
H -4.638 4.919 11.787 0.11
H -4.339 4.239 9.404 0.08
H -2.915 5.665 7.932 0.09
H -2.132 8.303 10.975 0.10
H -3.509 6.994 12.595 0.10

20
Properties=species:S:1:pos:R:3:lowdin_charge:R:1 method="wB97M-V/def2-TZVPD" smiles="ClC1=C(Cl)[C@]2(Cl)[C@@H]([Si](Cl)(Cl)Cl)C[C@@]1(Cl)C2(Cl)Cl" gap_ev=9.8 total_charge=0
Cl -3.174 -1.224 -1.593 0.72
C -1.548 -0.732 -1.368 -0.68
C -0.611 -1.653 -0.899 -0.71
Cl -0.783 -3.273 -0.346 0.73
C 0.576 -0.871 -0.415 -0.87
Cl 2.216 -1.502 -0.269 0.68
C 0.064 -0.032 0.764 -0.42
Si 1.154 0.406 2.288 -0.58
Cl 2.579 -1.058 2.638 0.26
Cl 0.297 0.445 4.127 0.33
Cl 2.277 2.091 1.964 0.30
C -0.917 1.026 0.206 -0.19
C -0.894 0.673 -1.292 -0.85
Cl -1.712 1.914 -2.235 0.72
C 0.651 0.313 -1.481 -1.15
Cl 0.993 -0.328 -3.127 0.66
Cl 1.701 1.634 -1.101 0.73
H -0.501 -0.826 1.311 0.11
H -0.420 1.987 0.293 0.08
H -1.949 1.012 0.534 0.13

46
Properties=species:S:1:pos:R:3:lowdin_charge:R:1 method="wB97M-V/def2-TZVPD" gap_ev=6.8 total_charge=-1
C 4.709 -2.423 -2.736 -0.09
C 3.356 -2.687 -2.529 -0.02
C 2.522 -1.645 -2.143 -0.09
C 3.034 -0.355 -1.947 -0.09
C 4.383 -0.077 -2.158 -0.01
C 5.226 -1.116 -2.557 -0.09
C 1.930 0.577 -1.576 -0.32
O 1.997 1.789 -1.452 0.07
C 0.716 -0.270 -1.487 -0.11
C -0.513 0.218 -1.110 -0.04
C -1.779 -0.408 -1.522 -0.20
C -2.187 -1.657 -1.028 -0.03
C -3.405 -2.219 -1.444 -0.07
C -4.208 -1.577 -2.393 -0.11
C -3.802 -0.342 -2.908 -0.10
C -2.602 0.234 -2.476 -0.02
C 1.052 -1.666 -1.866 -0.30
O 0.331 -2.658 -1.946 0.06
H 5.385 -3.225 -3.020 0.09
H 2.939 -3.686 -2.659 0.11
H 4.761 0.938 -2.009 0.12
H 6.290 -0.939 -2.714 0.09
H -0.522 1.278 -0.901 0.12
H -1.549 -2.184 -0.317 0.11
H -3.687 -3.201 -1.052 0.10
H -5.138 -2.043 -2.744 0.09
H -4.405 0.161 -3.669 0.09
H -2.309 1.214 -2.865 0.12
F 0.067 -1.192 1.192 -0.02
C -0.148 0.121 1.042 -0.46
S 1.100 0.961 2.057 0.71
O 1.848 -0.025 2.777 -0.28
O 1.731 1.991 1.284 -0.28
C -0.010 1.730 3.247 -0.24
C -1.355 1.527 3.019 -0.26
C -2.314 2.058 3.870 -0.05
C -1.898 2.774 4.988 -0.07
C -0.533 2.969 5.232 -0.07
C 0.423 2.456 4.351 -0.04
S -1.802 0.565 1.580 0.70
O -2.428 1.483 0.652 -0.29
O -2.465 -0.638 2.010 -0.28
H -3.360 1.888 3.641 0.12
H -2.645 3.166 5.675 0.10
H -0.214 3.515 6.112 0.10
H 1.481 2.618 4.500 0.12

12
Properties=species:S:1:pos:R:3:lowdin_charge:R:1 method="wB97M-V/def2-TZVPD" smiles="[H]/N=C(/C=O)NC" gap_ev=10.0 total_charge=0
H 1.307 0.802 1.179 0.04
N 1.610 0.174 0.437 0.14
C 0.637 -0.272 -0.267 -0.44
C 1.129 -1.204 -1.351 -0.20
O 0.456 -1.788 -2.163 0.06
N -0.695 -0.013 -0.157 -0.01
C -1.223 0.841 0.887 -0.09
H 2.231 -1.272 -1.281 0.12
H -1.329 -0.487 -0.782 0.13
H -1.007 0.446 1.890 0.09
H -2.307 0.917 0.782 0.08
H -0.809 1.856 0.826 0.09

20
Properties=species:S:1:pos:R:3:lowdin_charge:R:1 method="wB97M-V/def2-TZVPD" gap_ev="7.6 / 8.3" spin_multiplicity=3 total_charge=0
C 0.880 1.959 0.492 -0.04
C 2.013 1.270 0.715 -0.02
C -0.474 1.702 0.006 -0.42
C -0.472 -0.545 2.026 -0.15
C -1.474 0.042 -1.431 -0.06
C 1.975 -0.526 -0.793 -0.09
N -0.894 -0.717 0.717 -0.03
N -1.034 0.343 -0.107 -0.17
O -1.196 2.617 -0.275 0.10
O 2.479 0.151 0.315 -0.06
H 0.919 3.022 0.598 0.10
H 0.087 -1.358 2.493 0.09
H 0.074 0.357 2.063 0.03
H -1.433 -0.319 2.605 0.11
H -2.035 -0.917 -1.438 0.10
H -2.027 0.911 -1.841 0.09
H -0.517 0.007 -2.043 0.08
H 1.684 0.187 -1.682 0.13
H 1.158 -1.249 -0.541 0.10
H 2.857 -1.020 -1.336 0.11

10
Properties=species:S:1:pos:R:3:lowdin_charge:R:1 method="wB97M-V/def2-TZVPD" gap_ev=10.6 total_charge=0
C 1.211 0.505 -0.034 -0.57
C -0.194 0.149 -0.383 -0.29
C -1.160 -0.633 0.385 -0.30
H 1.365 0.366 1.108 0.08
H 1.545 1.378 -0.519 0.07
H -1.221 1.015 -0.198 0.23
H -0.526 -0.080 -1.401 0.12
H -1.081 -0.691 1.610 0.18
O -2.090 -1.019 -0.395 -0.07
Cl 2.151 -0.990 -0.173 0.57

45
Properties=species:S:1:pos:R:3:lowdin_charge:R:1 method="wB97M-V/def2-TZVPD" gap_ev=8.9 total_charge=0
C 3.453 1.370 -5.827 -0.04
C 1.898 1.631 -6.091 -0.14
O 0.966 0.618 -5.518 -0.01
C 0.755 0.831 -4.259 -0.46
C -0.009 -0.017 -3.747 0.01
C -0.304 -0.212 -2.506 -0.32
C 0.180 0.794 -1.678 -0.01
C 0.619 1.901 -2.196 -0.04
C 1.057 1.903 -3.545 0.02
H 1.731 2.712 -3.782 0.12
H 0.907 2.499 -1.623 0.01
H -0.445 0.831 -0.745 0.14
O -1.146 -1.122 -2.048 -0.02
C -1.706 -1.490 -0.805 -0.13
C -0.683 -1.613 0.240 -0.33
O -0.444 -0.706 1.144 -0.17
C 0.569 -0.675 2.258 -0.05
C 0.247 -1.753 3.307 -0.02
N -0.875 -1.333 4.425 -0.12
C -0.160 -0.317 5.188 -0.11
C -1.384 0.917 5.239 -0.05
H -1.272 1.205 6.122 0.02
H -1.225 1.469 4.466 0.04
C -2.471 -0.122 4.954 -0.27
H -3.712 0.659 4.603 0.21
H -2.918 -0.552 5.982 0.16
C -1.982 -0.813 4.009 -0.51
H -2.246 -0.564 2.944 0.15
H -2.563 -1.897 3.838 0.18
H 0.785 0.182 4.902 0.11
H -0.146 -0.682 6.189 0.09
H 1.025 -1.910 3.753 0.00
H -0.315 -2.701 2.922 0.15
H 1.458 -0.914 1.705 0.12
H 0.586 0.311 2.563 0.10
H -0.933 -2.844 0.735 0.19
H 0.242 -1.700 -0.227 0.10
H -2.231 -2.390 -0.826 0.11
H -2.186 -0.506 -0.546 0.16
H -0.264 -1.192 -4.599 0.26
H 1.761 2.602 -5.874 0.04
H 1.959 1.312 -7.447 0.21
H 4.092 2.188 -6.486 0.15
H 3.831 0.526 -6.176 0.02
H 3.498 1.565 -4.937 -0.05

15
Properties=species:S:1:pos:R:3:lowdin_charge:R:1 method="wB97M-V/def2-TZVPD" smiles="[H]/N=C/N.CC" gap_ev=10.6 total_charge=0
H 0.491 4.671 1.959 -0.05
N 0.798 4.554 1.108 0.07
C 0.714 5.328 0.092 -0.32
N 0.870 4.714 -1.200 0.03
H 0.351 6.430 0.138 0.13
H 1.186 3.728 -1.428 0.12
H 1.182 5.205 -1.963 0.02
C -0.356 -6.566 -0.098 -0.21
C -1.795 -6.445 0.298 -0.18
H 0.094 -5.633 -0.428 0.07
H -0.213 -7.163 -0.953 0.04
H 0.270 -6.978 0.725 0.07
H -2.226 -6.209 -0.723 0.08
H -2.315 -7.310 0.652 0.05
H -1.875 -5.517 0.914 0.08

105
Properties=species:S:1:pos:R:3:lowdin_charge:R:1 method="wB97M-V/def2-TZVPD" gap_ev="8.2 / 4.3" spin_multiplicity=2 total_charge=+1
Mg -1.347 1.641 -0.980 0.63
O 0.207 0.393 -1.086 -0.20
C -0.166 -0.502 -0.029 -0.25
C -1.126 0.100 1.119 -0.27
O -2.041 1.093 0.812 -0.15
H 0.662 -0.900 0.558 0.08
H -0.527 -1.449 -0.430 0.12
H -0.522 0.421 1.968 0.13
H -1.659 -0.756 1.532 0.08
C -1.658 4.345 2.943 -0.03
C -2.541 3.694 3.970 -0.38
C -3.041 2.319 3.723 -0.10
O -3.231 1.990 5.086 0.07
C -2.236 2.552 5.797 -0.46
O -1.940 2.317 7.029 0.09
O -1.677 3.473 5.010 0.09
H -0.823 3.730 2.606 0.02
H -1.269 5.320 3.236 0.10
H -2.286 4.728 2.140 0.09
H -3.404 4.331 4.165 0.17
H -2.280 1.642 3.335 0.13
H -3.971 2.435 3.166 0.15
C 1.762 -2.165 -4.133 0.01
C 0.739 -2.696 -3.120 -0.25
C -0.628 -3.193 -3.561 -0.11
O -0.567 -4.580 -3.463 0.09
C 0.633 -4.963 -3.063 -0.57
O 0.980 -6.153 -3.102 0.12
O 1.375 -3.939 -2.722 0.07
H 1.726 -2.861 -4.972 0.10
H 2.772 -2.154 -3.722 0.06
H 1.583 -1.191 -4.590 0.08
H 0.599 -2.089 -2.226 0.12
H -0.848 -3.033 -4.616 0.14
H -1.440 -2.880 -2.903 0.12
C 1.527 -3.929 1.442 -0.25
S 3.301 -4.418 1.683 0.83
O 3.780 -4.206 3.116 -0.59
C 2.975 -6.239 1.929 -0.22
H 1.370 -2.863 1.281 0.01
H 0.903 -4.282 2.263 0.06
H 1.152 -4.387 0.526 0.04
H 2.346 -6.309 2.816 0.05
H 3.906 -6.800 2.010 0.06
H 2.247 -6.522 1.169 0.04
C -4.372 -1.243 2.956 -0.23
S -3.487 -2.740 2.250 0.84
O -4.246 -3.992 2.749 -0.56
C -4.057 -2.558 0.543 -0.28
H -5.405 -1.579 3.039 0.05
H -4.345 -0.361 2.316 0.03
H -4.019 -0.922 3.937 0.05
H -3.259 -1.961 0.102 0.01
H -5.049 -2.109 0.495 0.06
H -4.184 -3.489 -0.010 0.06
C 1.537 2.319 4.415 -0.28
S 3.213 1.659 4.406 0.87
O 4.113 2.498 3.504 -0.57
C 2.775 -0.004 3.718 -0.25
H 0.902 1.598 4.929 0.05
H 1.151 2.635 3.446 0.02
H 1.289 3.199 5.010 0.06
H 3.667 -0.626 3.645 0.05
H 2.149 -0.043 2.827 0.03
H 2.375 -0.601 4.537 0.06
C -3.348 -0.321 -4.262 -0.19
S -3.922 -0.245 -2.462 0.96
O -2.843 0.642 -1.927 -0.59
C -5.413 0.768 -2.940 -0.21
H -2.891 0.623 -4.560 0.03
H -4.114 -0.574 -4.995 0.07
H -2.667 -1.159 -4.407 0.03
H -5.938 1.174 -2.075 0.06
H -6.242 0.150 -3.283 0.06
H -5.086 1.474 -3.703 0.06
C 1.222 5.581 -0.463 -0.17
S 0.733 4.057 0.555 0.91
O -0.168 3.227 -0.315 -0.58
C 2.361 3.228 0.548 -0.20
H 0.433 6.319 -0.322 0.05
H 1.146 5.188 -1.477 0.03
H 2.188 6.010 -0.195 0.07
H 2.776 3.385 -0.447 0.06
H 2.103 2.195 0.781 0.05
H 2.939 3.585 1.401 0.05
C 3.755 -0.751 -1.179 -0.29
S 4.438 -2.404 -1.269 0.83
O 5.428 -2.367 -2.483 -0.56
C 5.558 -2.076 0.129 -0.27
H 3.115 -0.684 -0.300 0.04
H 3.176 -0.562 -2.083 0.03
H 4.482 0.060 -1.216 0.06
H 5.894 -1.039 0.147 0.06
H 6.268 -2.903 0.160 0.06
H 5.134 -2.135 1.131 0.03
C -0.539 2.216 -5.534 -0.19
S -0.398 3.232 -3.959 0.94
O -0.792 2.350 -2.833 -0.60
C 1.456 3.281 -3.886 -0.20
H 0.052 1.310 -5.395 0.05
H -0.324 2.759 -6.454 0.07
H -1.544 1.799 -5.474 0.02
H 1.849 4.151 -4.412 0.06
H 1.900 2.347 -4.229 0.06
H 1.756 3.360 -2.841 0.03

25
Properties=species:S:1:pos:R:3:lowdin_charge:R:1 method="wB97M-V/def2-TZVPD" gap_ev=8.9 total_charge=+1
C 1.663 1.216 -0.815 -0.03
C 1.193 -0.035 -0.056 -0.58
C 2.212 -1.149 -0.160 -0.03
C 0.860 -0.003 1.417 -0.02
C -0.045 -0.479 -0.798 0.17
C -0.760 -1.685 -0.230 -0.50
O -0.318 -2.767 -0.510 0.15
N -1.976 -1.353 0.242 0.12
N -2.581 -0.052 0.295 0.05
C -1.874 0.967 -0.212 -0.08
N -2.307 2.199 -0.091 0.17
H 2.843 1.262 -0.949 0.14
H 1.402 2.184 -0.406 0.08
H 1.282 1.108 -1.841 0.08
H 3.058 -1.027 0.491 0.10
H 1.740 -2.113 0.122 0.10
H 2.561 -1.143 -1.227 0.12
H -0.130 0.417 1.635 0.09
H 1.533 0.539 1.917 0.06
H 0.741 -0.962 1.789 0.08
H -0.004 -0.473 -1.859 0.13
H -2.584 -2.124 0.495 0.18
H -3.511 -0.013 0.805 0.20
H -1.883 3.019 -0.447 0.12
H -3.114 2.468 0.391 0.11